Below is a 9-piece molecular cluster, C34H68Cl2O16 overall at a distorted geometry, with properties calculated with the ωB97M-V functional and the def2-TZVPD basis.

SMILES string	CCOC(C)=O.CCOC(C)=O.CCOC(C)=O.CCOC(C)=O.CCOC(C)=O.CCOC(C)=O.CCOC(C)=O.CCOC(C)=O.ClCCCl
total energy	-3460.55903	Eh
frontier orbital gap	10.5972	eV
energy above the lowest of the compared OMol25 structures with the same formula, charge and spin	0.0	kJ/mol

Structure (ORCA input):
```
! RIJCOSX wB97M-V def2-TZVPD def2/J DEFGRID3
* xyz 0 1
C 9.719 18.833 16.353
C 10.506 17.543 16.507
O 11.108 17.067 15.260
C 10.272 16.256 14.611
C 10.979 15.740 13.375
O 9.154 15.858 14.951
H 9.526 19.275 17.332
H 8.686 18.749 15.917
H 10.342 19.559 15.805
H 11.337 17.724 17.136
H 9.875 16.765 16.903
H 11.173 16.508 12.626
H 10.390 14.879 12.959
H 11.987 15.331 13.577
C 14.308 17.328 16.139
C 14.481 16.564 17.442
O 15.863 16.365 17.800
C 16.532 15.401 17.100
C 18.000 15.398 17.513
O 16.025 14.664 16.266
H 14.694 16.742 15.346
H 14.940 18.285 16.230
H 13.323 17.672 15.935
H 14.049 17.016 18.278
H 13.954 15.586 17.291
H 18.076 15.274 18.605
H 18.420 16.393 17.229
H 18.587 14.703 16.842
C 10.620 8.621 17.531
C 11.456 9.629 18.248
O 12.150 9.047 19.385
C 12.793 9.905 20.241
C 13.587 9.143 21.304
O 12.761 11.098 20.126
H 9.646 8.973 17.474
H 10.639 7.677 18.012
H 10.887 8.433 16.483
H 12.263 10.071 17.661
H 10.900 10.473 18.667
H 13.401 8.079 21.429
H 13.627 9.665 22.293
H 14.627 9.224 20.921
C 14.427 7.889 15.143
C 13.726 7.715 13.785
O 14.619 8.021 12.754
C 14.154 8.801 11.735
C 15.087 8.748 10.599
O 13.151 9.459 11.821
H 13.822 7.503 15.942
H 14.517 8.976 15.390
H 15.374 7.409 15.152
H 13.442 6.709 13.626
H 12.898 8.425 13.742
H 15.212 9.742 10.141
H 14.662 8.153 9.787
H 16.038 8.285 10.919
C 11.428 12.370 8.616
C 12.342 11.178 8.902
O 11.484 10.118 9.263
C 11.967 8.872 8.938
C 11.034 7.736 9.440
O 12.970 8.678 8.298
H 12.012 13.209 8.232
H 10.771 12.657 9.395
H 10.830 12.157 7.708
H 12.878 10.912 7.997
H 12.990 11.218 9.759
H 11.279 7.355 10.439
H 11.217 6.942 8.711
H 9.997 8.025 9.317
C 16.783 12.341 13.897
C 16.303 10.929 14.186
O 17.007 9.983 13.370
C 18.100 9.459 13.902
C 18.912 8.703 12.818
O 18.399 9.563 15.042
H 16.141 13.097 14.395
H 16.716 12.617 12.824
H 17.704 12.755 14.263
H 16.447 10.736 15.287
H 15.254 10.681 14.028
H 18.541 8.947 11.839
H 18.794 7.660 13.065
H 19.928 9.070 12.856
C 8.971 12.746 16.018
C 8.254 13.649 16.933
O 9.262 14.316 17.882
C 9.711 13.564 18.920
C 10.992 14.105 19.473
O 9.150 12.536 19.304
H 9.470 12.024 16.712
H 9.807 13.303 15.497
H 8.321 12.235 15.361
H 7.813 14.569 16.518
H 7.550 13.108 17.591
H 10.857 14.096 20.545
H 11.221 15.102 18.987
H 11.765 13.342 19.304
C 12.902 13.535 15.991
C 13.450 12.859 14.763
O 12.380 12.468 13.888
C 11.666 11.373 14.268
C 10.558 10.966 13.289
O 12.104 10.633 15.120
H 12.311 12.792 16.484
H 12.345 14.449 15.706
H 13.815 13.753 16.603
H 13.924 13.692 14.212
H 14.173 12.078 14.894
H 9.807 10.298 13.733
H 11.140 10.506 12.435
H 10.151 11.957 12.878
Cl 15.481 9.933 17.687
C 16.257 11.420 18.262
C 15.658 11.844 19.556
Cl 16.803 12.993 20.212
H 16.036 12.192 17.497
H 17.289 11.267 18.311
H 15.658 10.949 20.162
H 14.634 12.190 19.511
*
```